Record 1
{
  "formula": "C30H57Br24ClO4S",
  "method": "ωB97M-V with the def2-TZVPD basis set",
  "e_tot_ha": -64112.89560,
  "e_homo_ev": -9.148,
  "fmax_ev_per_a": 6.15,
  "symbols": ["O", "C", "Cl", "C", "C", "C", "C", "C", "O", "S", "O", "O", "H", "H", "H", "H", "H", "H", "H", "H", "H", "Br", "C", "C", "Br", "H", "H", "H", "H", "Br", "C", "C", "Br", "H", "H", "H", "H", "Br", "C", "C", "Br", "H", "H", "H", "H", "Br", "C", "C", "Br", "H", "H", "H", "H", "Br", "C", "C", "Br", "H", "H", "H", "H", "Br", "C", "C", "Br", "H", "H", "H", "H", "Br", "C", "C", "Br", "H", "H", "H", "H", "Br", "C", "C", "Br", "H", "H", "H", "H", "Br", "C", "C", "Br", "H", "H", "H", "H", "Br", "C", "C", "Br", "H", "H", "H", "H", "Br", "C", "C", "Br", "H", "H", "H", "H", "Br", "C", "C", "Br", "H", "H", "H", "H"],
  "xyz": [[4.466, -3.066, -0.586], [3.885, -3.918, -1.219], [3.567, -5.504, -0.480], [3.456, -3.543, -2.651], [1.928, -3.348, -2.867], [1.020, -4.491, -2.305], [-0.447, -4.202, -2.774], [-1.033, -2.842, -2.242], [-0.109, -2.043, -1.449], [1.298, -1.772, -2.199], [2.221, -1.332, -1.182], [1.266, -0.775, -3.265], [3.868, -4.318, -3.329], [3.943, -2.590, -2.932], [1.762, -3.329, -3.963], [1.072, -4.597, -1.210], [1.325, -5.435, -2.794], [-0.456, -4.181, -3.886], [-1.109, -5.017, -2.438], [-1.500, -2.303, -3.084], [-1.863, -3.105, -1.560], [-2.923, -0.112, -0.276], [-1.695, 1.365, -0.580], [-0.599, 1.385, 0.450], [-1.232, 2.091, 2.154], [-2.292, 2.275, -0.596], [-1.282, 1.190, -1.570], [0.195, 2.059, 0.141], [-0.180, 0.403, 0.653], [7.998, -5.894, 1.327], [8.555, -5.426, -0.482], [8.266, -3.978, -0.789], [6.347, -3.690, -1.147], [8.050, -6.114, -1.155], [9.626, -5.621, -0.508], [8.784, -3.673, -1.699], [8.537, -3.305, 0.020], [-0.625, -2.044, -6.067], [0.289, -0.358, -6.377], [0.648, -0.188, -7.828], [2.197, -1.269, -8.311], [1.151, -0.340, -5.715], [-0.417, 0.404, -6.062], [0.945, 0.840, -8.031], [-0.153, -0.471, -8.507], [4.118, 5.256, -1.201], [3.129, 5.062, 0.465], [2.045, 4.026, 0.344], [0.511, 4.713, -0.643], [2.752, 6.047, 0.725], [3.869, 4.755, 1.202], [1.654, 3.762, 1.327], [2.371, 3.123, -0.167], [-6.918, -4.195, 3.071], [-6.027, -2.498, 2.740], [-5.689, -2.324, 1.286], [-4.136, -3.392, 0.788], [-5.154, -2.472, 3.388], [-6.737, -1.737, 3.061], [-5.402, -1.292, 1.083], [-6.496, -2.611, 0.618], [-2.500, 2.069, -8.168], [-3.240, 1.455, -9.862], [-2.745, 0.077, -10.204], [-0.913, 0.127, -10.861], [-2.982, 2.200, -10.609], [-4.319, 1.449, -9.717], [-3.327, -0.350, -11.019], [-2.758, -0.605, -9.358], [8.761, 4.881, -2.212], [8.606, 6.683, -2.931], [7.196, 7.198, -2.824], [6.046, 6.412, -4.185], [8.971, 6.648, -3.954], [9.281, 7.289, -2.328], [7.165, 8.270, -3.012], [6.734, 6.988, -1.863], [-2.213, 3.474, 5.485], [-0.996, 4.959, 5.168], [0.114, 4.989, 6.185], [-0.502, 5.690, 7.894], [-1.596, 5.864, 5.163], [-0.594, 4.788, 4.169], [0.904, 5.670, 5.870], [0.541, 4.010, 6.382], [-10.178, -3.294, 5.264], [-9.706, -4.417, 6.782], [-9.066, -5.704, 6.334], [-10.391, -6.957, 5.649], [-10.614, -4.568, 7.359], [-9.002, -3.825, 7.366], [-8.602, -6.215, 7.177], [-8.329, -5.563, 5.548], [-3.968, 2.804, -2.277], [-3.081, 3.832, -3.670], [-2.493, 2.926, -4.717], [-0.854, 2.085, -4.078], [-2.339, 4.457, -3.179], [-3.855, 4.465, -4.100], [-2.200, 3.497, -5.596], [-3.162, 2.124, -5.017], [1.604, 5.754, 11.189], [1.736, 3.822, 10.991], [3.037, 3.422, 10.346], [3.016, 3.747, 8.425], [0.863, 3.502, 10.429], [1.677, 3.428, 12.004], [3.201, 2.350, 10.449], [3.894, 3.956, 10.745], [-2.339, -1.916, 4.284], [-2.060, -3.102, 5.804], [-2.556, -4.495, 5.516], [-4.499, -4.598, 5.625], [-2.551, -2.643, 6.658], [-0.984, -3.106, 5.967], [-2.193, -5.194, 6.269], [-2.277, -4.853, 4.529]],
  "forces_ev_per_angstrom": [[-4.9, -0.3, 0.9], [-1.0, 2.4, 0.1], [0.0, 0.5, -0.6], [-0.2, -0.3, 0.0], [-0.9, -1.6, 0.0], [-0.7, 0.4, -0.9], [0.5, 0.3, 0.1], [-1.2, -1.4, -0.1], [1.0, -0.5, -1.7], [2.5, 2.9, 0.1], [-0.8, -1.0, 0.6], [-1.5, -1.6, 0.2], [-0.7, 0.3, 0.1], [0.0, -0.5, 0.5], [-0.1, 0.3, 0.6], [0.1, 0.1, -0.5], [0.0, 0.4, 0.5], [0.0, -0.1, 0.7], [0.3, 0.3, -0.2], [0.6, 0.3, 0.5], [0.6, 0.5, -0.1], [-0.1, 0.0, 0.0], [0.2, -0.1, 0.2], [0.1, 0.0, 0.1], [0.0, -0.1, 0.1], [0.4, -0.3, 0.2], [0.0, 0.0, 0.1], [-0.1, 0.0, -0.1], [-0.1, 0.0, 0.0], [-0.1, 0.0, -0.1], [0.3, 0.1, 0.2], [-0.2, -0.1, -1.0], [6.1, -0.9, -0.1], [0.0, 0.1, 0.0], [0.0, 0.0, 0.0], [0.2, -0.1, 0.1], [-0.1, -0.1, 0.0], [0.0, -0.2, 0.0], [0.0, 0.1, -0.1], [0.2, -0.1, 0.1], [-0.1, 0.0, -0.1], [-0.1, 0.0, 0.0], [0.0, 0.0, -0.1], [-0.1, 0.0, 0.0], [0.2, 0.0, 0.3], [-0.1, 0.1, 0.0], [0.3, -0.1, -0.1], [-0.3, 0.1, 0.1], [0.0, 0.0, -0.1], [-0.1, -0.1, 0.0], [-0.1, 0.0, 0.0], [0.0, 0.0, 0.0], [0.1, 0.1, 0.0], [-0.1, 0.0, -0.2], [-0.2, 0.0, 0.2], [0.2, 0.1, -0.1], [-0.1, -0.1, 0.0], [0.0, 0.0, -0.1], [0.0, 0.0, -0.1], [0.0, 0.0, 0.1], [0.0, 0.0, 0.1], [0.1, 0.0, -0.1], [-0.2, 0.0, 0.2], [0.1, -0.1, -0.3], [-0.1, 0.0, -0.3], [0.0, -0.1, 0.0], [0.0, 0.0, 0.0], [0.0, 0.1, 0.0], [0.0, 0.1, 0.0], [0.0, 0.0, -0.1], [0.1, -0.1, 0.3], [-0.1, 0.1, -0.2], [0.0, 0.0, 0.1], [-0.1, 0.0, 0.0], [-0.1, 0.0, 0.0], [0.1, 0.0, 0.0], [0.1, 0.0, 0.0], [0.0, 0.1, 0.0], [0.0, -0.3, -0.2], [0.0, 0.3, 0.1], [0.0, -0.1, 0.0], [0.1, 0.0, 0.1], [0.0, 0.0, 0.0], [0.0, 0.0, 0.0], [-0.1, 0.0, 0.0], [-0.1, 0.0, 0.1], [0.2, 0.3, -0.1], [-0.1, -0.3, 0.1], [0.1, 0.0, -0.1], [0.0, -0.1, 0.0], [0.0, -0.1, 0.0], [0.0, 0.1, 0.0], [-0.1, 0.1, 0.0], [-0.4, 0.2, -0.4], [-0.3, 0.0, 0.1], [0.3, 0.1, 0.0], [-0.1, 0.1, 0.0], [0.0, -0.1, -0.1], [0.0, 0.0, 0.0], [0.0, 0.1, 0.1], [0.0, 0.1, 0.1], [0.0, -0.1, 0.0], [0.0, 0.2, 0.2], [-0.1, -0.2, -0.2], [0.1, 0.0, 0.0], [0.1, 0.0, -0.1], [0.1, 0.0, 0.0], [0.0, 0.0, 0.0], [-0.1, 0.0, 0.0], [0.0, 0.0, 0.1], [0.2, 0.1, -0.2], [-0.2, -0.1, 0.3], [0.2, 0.0, 0.0], [0.0, -0.1, 0.0], [0.0, -0.1, 0.0], [0.0, 0.1, 0.0], [0.0, 0.1, 0.0]]
}

Record 2
{
  "formula": "C30H57F6N3O9PtS5",
  "method": "ωB97M-V with the def2-TZVPD basis set",
  "spin_multiplicity": 3,
  "e_tot_ha": -4727.68433,
  "e_homo_ev": [-7.929, -7.929],
  "fmax_ev_per_a": 3.83,
  "symbols": ["Pt", "C", "O", "O", "C", "F", "F", "F", "C", "C", "H", "H", "H", "H", "H", "H", "C", "O", "O", "C", "F", "F", "F", "C", "C", "H", "H", "H", "H", "H", "H", "C", "S", "O", "C", "H", "H", "H", "H", "H", "H", "C", "S", "O", "C", "H", "H", "H", "H", "H", "H", "C", "S", "O", "C", "H", "H", "H", "H", "H", "H", "C", "S", "O", "C", "H", "H", "H", "H", "H", "H", "C", "S", "O", "C", "H", "H", "H", "H", "H", "H", "N", "C", "C", "C", "C", "H", "H", "H", "H", "H", "N", "C", "C", "C", "C", "H", "H", "H", "H", "H", "N", "C", "C", "C", "C", "H", "H", "H", "H", "H"],
  "xyz": [[13.807, 14.934, -16.632], [12.778, 17.024, -19.292], [11.512, 17.727, -19.141], [12.899, 16.051, -18.330], [12.803, 16.648, -20.876], [12.150, 15.572, -21.279], [12.250, 17.691, -21.477], [14.131, 16.517, -21.343], [11.298, 18.614, -18.033], [9.988, 19.419, -18.371], [9.464, 19.053, -19.254], [9.289, 19.509, -17.539], [10.284, 20.451, -18.561], [12.096, 19.343, -17.890], [11.166, 18.094, -17.084], [13.468, 17.842, -19.085], [13.697, 11.769, -17.218], [13.650, 12.002, -18.607], [13.030, 12.859, -16.583], [13.260, 10.320, -16.854], [11.935, 10.015, -16.821], [13.991, 9.465, -17.626], [13.706, 10.028, -15.666], [12.481, 11.970, -19.444], [13.011, 12.481, -20.778], [13.879, 11.900, -21.088], [12.311, 12.224, -21.573], [13.243, 13.546, -20.771], [11.671, 12.630, -19.133], [12.105, 10.981, -19.709], [14.746, 11.809, -16.924], [16.529, 15.091, -19.816], [16.980, 14.211, -18.189], [15.815, 14.470, -17.327], [16.929, 12.412, -18.926], [15.516, 14.729, -19.992], [17.203, 14.885, -20.647], [16.490, 16.180, -19.821], [17.803, 11.948, -19.384], [16.158, 12.431, -19.696], [16.672, 11.664, -18.177], [8.995, 11.522, -16.908], [8.077, 13.095, -16.574], [7.533, 13.082, -15.140], [9.469, 14.216, -16.456], [8.423, 10.595, -16.864], [9.820, 11.536, -16.196], [9.435, 11.573, -17.904], [9.175, 15.257, -16.587], [10.136, 13.926, -17.268], [10.057, 14.139, -15.541], [16.831, 13.198, -14.430], [15.293, 13.802, -13.521], [14.395, 14.498, -14.568], [16.193, 15.070, -12.439], [16.926, 12.220, -14.903], [17.667, 13.340, -13.745], [17.104, 13.905, -15.213], [17.075, 14.656, -11.950], [15.498, 15.500, -11.718], [16.503, 15.912, -13.058], [11.161, 9.879, -23.561], [11.427, 9.608, -25.421], [10.148, 9.018, -26.021], [11.476, 11.304, -26.042], [11.986, 10.387, -23.062], [10.881, 8.949, -23.066], [10.255, 10.471, -23.427], [12.332, 11.929, -25.786], [10.685, 11.821, -25.499], [11.319, 11.336, -27.120], [16.052, 7.186, -18.987], [15.012, 5.798, -19.419], [16.013, 4.669, -19.410], [14.016, 5.677, -17.906], [16.439, 7.113, -17.971], [15.504, 8.115, -19.142], [16.888, 7.116, -19.683], [13.753, 4.663, -17.604], [13.162, 6.353, -17.940], [14.600, 6.174, -17.131], [12.981, 7.677, -21.685], [12.928, 8.462, -20.524], [11.715, 8.068, -19.917], [11.220, 7.009, -20.662], [12.041, 6.740, -21.730], [13.582, 7.826, -22.483], [13.608, 9.267, -20.286], [11.229, 8.623, -19.128], [10.312, 6.440, -20.525], [11.705, 6.168, -22.582], [7.236, 10.811, -19.953], [8.231, 9.890, -19.979], [9.306, 10.583, -20.558], [8.978, 11.978, -20.740], [7.698, 12.072, -20.306], [6.297, 10.579, -19.663], [8.154, 8.847, -19.709], [10.295, 10.174, -20.706], [9.577, 12.797, -21.109], [6.917, 12.818, -20.318], [9.905, 6.870, -13.332], [11.220, 7.140, -13.787], [11.163, 7.354, -15.136], [9.875, 7.919, -15.335], [9.081, 7.304, -14.369], [9.651, 6.497, -12.429], [11.978, 6.781, -13.106], [12.040, 7.444, -15.759], [9.533, 8.385, -16.247], [8.012, 7.198, -14.263]],
  "forces_ev_per_angstrom": [[-1.2, -0.5, -1.8], [-0.8, 0.2, 2.1], [-0.1, -0.5, -0.2], [0.2, -0.7, -0.5], [0.9, 0.9, 1.6], [0.1, -0.4, 0.3], [0.4, 0.2, -0.9], [-1.6, 0.1, 0.7], [-1.2, -0.1, -0.7], [0.9, 0.3, 0.3], [0.2, -0.2, 0.2], [0.0, -0.4, 0.1], [-0.1, 0.1, -0.3], [0.5, -0.1, -0.2], [0.1, -0.4, -0.1], [1.0, 0.0, -0.8], [-2.1, 3.2, -0.3], [0.7, -0.9, -0.4], [0.4, -1.6, 0.2], [-0.1, 0.5, 0.1], [1.0, 0.3, -1.1], [-1.1, 0.0, -1.0], [0.4, 0.0, 2.4], [0.8, 0.6, -0.8], [-0.1, -0.3, -0.4], [0.4, 0.1, 0.3], [-0.4, 0.5, 0.0], [-0.1, -0.2, 0.0], [0.1, -0.1, 0.6], [0.0, -0.4, 1.0], [0.3, -0.3, -0.3], [0.0, -0.6, 0.4], [1.6, -0.3, -2.9], [-0.4, -0.4, 0.8], [-0.9, 0.5, 0.0], [0.0, -0.1, -0.2], [0.1, -0.7, 0.2], [0.1, 0.0, 1.1], [0.7, 1.1, 0.0], [-0.2, 0.0, 0.2], [-0.4, 0.5, 0.4], [0.7, 0.9, 0.3], [-0.9, -0.2, 2.0], [0.4, -0.4, -1.7], [0.9, -0.2, -0.8], [-0.4, 0.5, 0.3], [-0.1, -0.4, 0.1], [-0.1, 0.2, -0.2], [-0.3, -0.2, -0.1], [0.2, 0.3, -0.2], [-0.4, -0.4, 0.2], [0.7, 1.3, 0.2], [0.4, 0.0, -1.5], [1.3, -0.3, 1.9], [-0.5, 0.4, -1.1], [-1.0, -0.2, 0.5], [-0.1, -0.4, 0.4], [-0.7, 0.3, -0.1], [-0.3, -0.4, -0.1], [-0.2, -0.5, 0.0], [0.1, -0.1, -0.3], [-1.0, 0.5, -1.0], [-0.8, -1.2, 0.0], [1.5, 1.0, 1.1], [-0.5, 1.0, 1.0], [0.2, -0.2, -0.3], [0.6, -0.3, -0.4], [0.0, 0.4, -0.3], [0.6, -0.7, 0.0], [-0.5, 0.0, -0.4], [-0.1, -0.4, 0.2], [-0.2, 0.5, 0.0], [0.6, -1.2, -0.2], [-0.8, 0.2, 0.1], [0.4, 1.3, 0.8], [-0.1, -0.1, 0.0], [0.1, 0.1, 0.1], [-0.1, 0.0, -0.1], [0.1, 0.1, -0.5], [-0.4, -0.4, -0.6], [0.3, -0.5, 0.3], [2.6, 1.2, -0.2], [-2.1, -1.0, -1.0], [1.7, 1.1, 0.0], [-1.3, -1.4, 0.0], [-2.0, 0.5, 0.5], [0.3, 0.1, 0.5], [0.0, -0.2, -0.3], [0.2, -0.4, 0.3], [-0.1, 0.2, 0.3], [0.8, -0.1, -0.1], [-0.4, 0.1, 0.9], [1.7, 1.4, -1.8], [0.5, -0.2, 0.7], [0.0, -1.3, 0.4], [-2.2, -0.7, -0.1], [0.2, 0.4, 0.0], [-0.2, 0.2, 0.0], [-0.1, -0.1, -0.1], [0.1, -0.2, 0.0], [0.5, 0.4, 0.0], [0.8, 1.4, -2.0], [-0.8, -3.5, 1.4], [1.3, 2.9, 1.2], [-1.5, -2.9, -1.0], [0.0, 1.1, 1.2], [0.0, 0.3, -0.4], [0.4, 0.1, -0.4], [-0.1, 0.3, 0.0], [-0.2, -0.2, 0.0], [0.0, 0.4, -0.1]]
}